Here is C33H57BaN4OP2 as an isolated structure in a non-equilibrium geometry from OMol25. Energies are from ωB97M-V with the def2-TZVPD basis set.

Atoms and positions in Å:
C: 2.56810 -1.41602 -1.16626
C: 1.38541 0.37172 -2.08571
C: 3.45204 -1.44399 -2.24590
C: 2.20745 0.36347 -3.21715
C: 3.24147 -0.57770 -3.31486
H: 4.26019 -2.16983 -2.23396
H: 2.01019 1.08560 -4.00682
H: 3.87134 -0.60665 -4.19189
N: 1.58371 -0.50188 -1.06922
P: 1.10064 -2.88095 0.74698
P: 0.20962 2.39672 -0.33502
C: 2.71103 -2.49929 -0.06048
H: 3.15504 -3.42451 -0.46335
H: 3.40511 -2.14989 0.72342
C: 0.23249 1.37464 -2.00130
H: 0.34230 2.15672 -2.76988
C: -1.41574 3.36630 -0.27121
C: 1.72939 3.48536 -0.15168
C: -0.02478 -3.83513 -0.48057
C: 1.25900 -3.54549 2.52563
C: -2.47627 2.47445 0.42931
H: -2.22941 2.26808 1.48828
H: -3.42764 3.02620 0.41570
H: -2.65092 1.51989 -0.10052
C: -1.29699 4.66751 0.54136
H: -1.02082 4.47937 1.59066
H: -0.60162 5.38778 0.08479
H: -2.29585 5.13329 0.54888
C: -1.88220 3.69554 -1.69538
H: -2.70269 4.42616 -1.61502
H: -1.09363 4.14851 -2.31389
H: -2.27481 2.80198 -2.20114
C: 1.74935 4.04541 1.30544
H: 1.23583 3.39040 2.03047
H: 2.79432 4.15193 1.63138
H: 1.29578 5.04624 1.34358
C: 2.98908 2.61050 -0.35813
H: 2.96077 1.68870 0.24327
H: 3.12485 2.35088 -1.41991
H: 3.86017 3.20176 -0.02581
C: 1.70703 4.61321 -1.20175
H: 0.97968 4.46650 -2.01541
H: 1.50460 5.58342 -0.72569
H: 2.70544 4.68121 -1.66266
C: -0.16058 -3.69976 3.12128
H: -0.05807 -4.19045 4.10179
H: -0.65132 -2.72467 3.30144
H: -0.82382 -4.31889 2.49804
C: 2.02465 -2.53150 3.41207
H: 3.00085 -2.24294 2.99787
H: 1.43636 -1.61828 3.61046
H: 2.19043 -3.01453 4.38893
C: 2.00091 -4.88966 2.48343
H: 2.83355 -4.89365 1.76397
H: 2.42183 -5.09062 3.48084
H: 1.32067 -5.71760 2.24279
C: 0.28360 -3.43688 -1.93965
H: 1.32059 -3.66558 -2.22957
H: -0.39164 -4.00154 -2.60721
H: 0.09397 -2.36618 -2.10662
C: -1.51839 -3.47696 -0.17070
H: -1.90997 -2.71710 -0.86866
H: -2.12049 -4.39286 -0.27927
H: -1.68270 -3.10069 0.85641
C: 0.19917 -5.34631 -0.31682
H: 1.26226 -5.62155 -0.38832
H: -0.21050 -5.71975 0.63323
H: -0.34219 -5.85979 -1.12939
Ba: -0.46515 -0.22029 1.01102
C: 2.51338 0.90624 2.46464
O: 3.43497 1.05320 3.13151
N: -1.65123 -0.06868 -1.22904
C: -1.19979 0.52984 -2.20987
C: -1.90667 0.41103 -3.64603
C: -1.41067 1.43587 -4.65129
C: -1.58648 -0.98225 -4.18325
C: -3.43715 0.52639 -3.44342
H: -1.56167 2.47070 -4.31934
H: -0.35205 1.28151 -4.89924
H: -1.98426 1.30763 -5.58057
H: -1.88608 -1.74208 -3.45111
H: -2.15051 -1.15453 -5.10865
H: -0.51569 -1.10057 -4.39482
H: -3.90208 1.13305 -4.23116
H: -3.88875 -0.47355 -3.46207
H: -3.68117 0.96700 -2.46938
C: -0.57065 1.87649 4.64011
C: -1.69354 0.93450 4.37347
N: -1.84600 0.17290 3.28980
C: -3.04224 -0.52540 3.44267
C: -3.61356 -0.17088 4.63348
N: -2.73787 0.75341 5.20637
H: -0.71877 2.38340 5.60430
H: 0.38572 1.33934 4.66284
H: -0.52686 2.63222 3.84337
H: -3.36178 -1.20668 2.67487
H: -4.53743 -0.47878 5.09822
H: -2.86319 1.23862 6.09765

## Properties
* frontier orbital gap: 6.8430 eV
* relative energy (zero: lowest compared OMol25 entry of this formula, charge and spin): 0.430 eV
* charge: +1
* largest force on an atom: 0.0558 Eh/bohr

Here is a 11-piece molecular cluster, C33H57Cl20FNO8P overall in a non-equilibrium geometry from OMol25. Energies are from ωB97M-V with the def2-TZVPD basis set.

Atoms and positions in Å:
C: 5.37362 -2.72562 1.25083
C: 4.35519 -2.05953 2.33018
O: 3.28301 -1.28039 1.72495
P: 3.84895 0.15855 1.00275
O: 4.52166 -0.14290 -0.37116
C: 2.27352 1.16762 0.57163
C: 1.00397 0.14071 0.43744
C: -0.31000 0.84865 -0.22774
C: -1.04219 1.67023 0.95616
C: -1.68287 1.15520 2.13155
C: -1.86365 -0.39992 2.55540
O: -0.98269 -1.02228 3.21967
N: -3.12574 -1.02873 2.06535
C: -3.11277 -2.49207 2.26021
O: -3.87083 -2.96008 3.15351
F: -2.30523 -3.35459 1.43007
C: -2.27105 2.31804 3.07555
O: -3.02474 2.23335 4.06958
O: -1.73954 3.52254 2.50280
C: -1.28808 3.24934 1.17457
O: -1.12214 4.07514 0.21439
O: 4.96222 1.03797 1.95798
C: 4.30046 1.92280 2.90650
C: 5.37757 2.47302 3.99784
H: 6.12047 -1.90748 0.95560
H: 4.75206 -3.03858 0.33865
H: 5.95399 -3.60649 1.70817
H: 4.95036 -1.49108 3.12543
H: 3.84796 -2.95702 2.86559
H: 2.01498 1.95009 1.36561
H: 2.47266 1.70391 -0.43077
H: 0.73970 -0.23660 1.50301
H: 1.27516 -0.78232 -0.21145
H: -1.00472 0.03064 -0.69160
H: -0.02264 1.60307 -1.04417
H: -3.13501 -0.78285 1.04753
H: 3.51652 1.34132 3.51430
H: 3.81445 2.84188 2.40257
H: 5.71306 1.55582 4.61995
H: 4.92554 3.28755 4.66134
H: 6.33163 2.88165 3.50665
Cl: -7.16489 -3.84050 -2.29731
C: -6.39159 -4.77099 -0.98925
C: -6.10552 -3.91584 0.22859
Cl: -4.82397 -2.71667 -0.07730
H: -5.47976 -5.22084 -1.38743
H: -7.08043 -5.57570 -0.72472
H: -5.75902 -4.54491 1.05045
H: -6.99693 -3.38104 0.56235
Cl: -8.06602 3.42930 5.41607
C: -7.16910 1.89084 5.35797
C: -6.60426 1.60932 3.97995
Cl: -7.88105 1.25067 2.78927
H: -7.84039 1.09524 5.68707
H: -6.35583 1.97175 6.08220
H: -5.95271 0.73357 4.01813
H: -6.01945 2.45189 3.60579
Cl: -3.19020 2.37303 -1.71853
C: -4.39765 3.68114 -1.67256
C: -4.67748 4.14302 -0.25647
Cl: -5.53573 2.90641 0.69607
H: -5.30303 3.32413 -2.16735
H: -3.99303 4.50859 -2.25944
H: -5.31549 5.02917 -0.27396
H: -3.75643 4.39778 0.27145
Cl: 0.04619 1.61702 -3.89428
C: -1.46467 2.17966 -4.64759
C: -1.29216 2.50371 -6.11827
Cl: -0.28307 3.94984 -6.37460
H: -1.81789 3.04475 -4.08405
H: -2.19337 1.37471 -4.52806
H: -2.26498 2.71330 -6.56809
H: -0.83792 1.67303 -6.66207
Cl: 8.50392 -5.10861 0.99925
C: 8.62153 -6.26151 2.35202
C: 7.26679 -6.57572 2.95535
Cl: 6.57443 -5.17931 3.81786
H: 9.30449 -5.84382 3.09428
H: 9.06966 -7.17349 1.95188
H: 7.36412 -7.38174 3.68580
H: 6.55143 -6.89186 2.19359
Cl: 4.27335 3.47495 -3.72707
C: 3.07420 4.79233 -3.71030
C: 2.76838 5.26962 -2.30337
Cl: 1.87917 4.04829 -1.35882
H: 2.17487 4.43800 -4.21903
H: 3.49624 5.61068 -4.29615
H: 2.13776 6.15959 -2.34189
H: 3.67947 5.52270 -1.75777
Cl: 6.19240 7.47367 -1.51604
C: 6.08391 8.82420 -2.67264
C: 4.67236 9.36384 -2.79057
Cl: 3.57512 8.20631 -3.58402
H: 6.46265 8.47635 -3.63567
H: 6.75101 9.60773 -2.30716
H: 4.67102 10.26972 -3.40047
H: 4.25393 9.61174 -1.81322
Cl: -7.79396 -8.55899 3.93116
C: -7.31058 -6.84486 3.96410
C: -8.10998 -6.00634 2.98642
Cl: -7.71633 -6.39099 1.29122
H: -6.23988 -6.79100 3.75759
H: -7.47934 -6.48841 4.98236
H: -7.88107 -4.94820 3.13167
H: -9.18420 -6.14358 3.12391
Cl: -0.06564 -1.82943 -2.22673
C: -0.70530 -2.99709 -3.40994
C: -1.44205 -2.31347 -4.54429
Cl: -2.97066 -1.57278 -4.00444
H: -1.34916 -3.70070 -2.87845
H: 0.15098 -3.54873 -3.80142
H: -1.69927 -3.04506 -5.31320
H: -0.83264 -1.53393 -5.00635
Cl: 2.26437 -4.53198 -4.79700
C: 3.30643 -3.25630 -4.11457
C: 4.21533 -3.78604 -3.02434
Cl: 3.30848 -4.24576 -1.56195
H: 2.66316 -2.45423 -3.74646
H: 3.90457 -2.86166 -4.93847
H: 4.92684 -3.01266 -2.72634
H: 4.78069 -4.65737 -3.36079

## Properties
* frontier orbital gap: 8.1969 eV
* charge: 0
* largest force on an atom: 0.1301 Eh/bohr
* SMILES string: CCOP(=O)(CCCC1=C(C(=O)NC(=O)F)C(=O)OC1=O)OCC.ClCCCl.ClCCCl.ClCCCl.ClCCCl.ClCCCl.ClCCCl.ClCCCl.ClCCCl.ClCCCl.ClCCCl

Here is a 11-piece molecular cluster, C33H57F3O33 overall in a non-equilibrium geometry from OMol25. Energies are from ωB97M-V with the def2-TZVPD basis set.

Atoms and positions in Å:
O: -1.70839 -7.46636 -1.24051
C: -2.86661 -7.82480 -1.56364
O: -3.94035 -8.05870 -0.79415
C: -5.06450 -8.41526 -1.55677
C: -4.47111 -8.64275 -2.91901
F: -5.18151 -7.92359 -3.80329
O: -3.23870 -8.00706 -2.80772
H: -5.53461 -9.28389 -1.09569
H: -5.82988 -7.64539 -1.45866
H: -4.30183 -9.69826 -3.13190
O: -7.79531 -3.08329 -2.89217
C: -7.63700 -2.73808 -4.05640
O: -6.52726 -2.08979 -4.40389
C: -6.34943 -2.13350 -5.83433
C: -7.73916 -2.51471 -6.34308
F: -7.60660 -3.47149 -7.27910
O: -8.36503 -3.05608 -5.17731
H: -6.03812 -1.17471 -6.24896
H: -5.62649 -2.91442 -6.07018
H: -8.27712 -1.65743 -6.74776
O: 1.10886 4.18409 8.31997
C: 0.81012 3.58407 7.29328
O: 1.65532 3.45788 6.21884
C: 0.90450 2.94757 5.11161
C: -0.31054 2.33035 5.81349
F: -0.23524 1.06532 5.94272
O: -0.37105 2.95047 7.02230
H: 0.58459 3.74251 4.43793
H: 1.57272 2.32326 4.51847
H: -1.18082 2.58995 5.21073
C: 1.64824 -7.03678 9.43130
O: 1.47166 -6.10011 8.40582
C: 1.80844 -6.40036 7.14143
O: 2.27875 -7.46569 6.74399
O: 1.37236 -5.44859 6.31952
C: 1.42924 -5.56564 4.84473
H: 2.71023 -7.27706 9.48178
H: 1.22074 -8.00209 9.16014
H: 1.21387 -6.66858 10.36073
H: 0.79402 -6.42180 4.61758
H: 2.42209 -5.80185 4.46192
H: 1.03346 -4.68632 4.33655
C: -8.65521 7.10935 -3.61301
O: -8.11259 5.82836 -3.80411
C: -6.83422 5.58673 -3.40748
O: -6.07405 6.34452 -2.81714
O: -6.57144 4.25796 -3.70459
C: -5.23822 3.77485 -3.43714
H: -8.69700 7.50117 -2.59673
H: -9.71942 7.15737 -3.84376
H: -8.12431 7.81915 -4.24739
H: -4.82803 3.12789 -4.21257
H: -5.30641 3.07838 -2.60144
H: -4.52900 4.57729 -3.23414
C: -3.50079 -2.29996 8.79381
O: -3.86170 -2.80854 7.49675
C: -4.92707 -2.41590 6.78202
O: -5.62837 -1.41038 7.00172
O: -5.07944 -3.31389 5.81564
C: -6.20631 -3.16156 5.00281
H: -2.44527 -2.47469 9.00225
H: -4.22660 -2.52501 9.57524
H: -3.52048 -1.22900 8.59188
H: -6.40925 -3.91604 4.24277
H: -6.05494 -2.32479 4.32092
H: -7.11014 -3.08884 5.60771
C: 7.20053 3.46498 -7.28563
O: 7.24683 3.33300 -5.83843
C: 8.10794 4.14902 -5.15052
O: 8.86516 4.97070 -5.62686
O: 7.87057 3.97112 -3.81724
C: 8.69227 4.62774 -2.85934
H: 6.49081 2.75565 -7.71137
H: 8.17306 3.21182 -7.70774
H: 6.86837 4.45733 -7.59062
H: 8.08043 4.80480 -1.97481
H: 9.03169 5.61458 -3.17408
H: 9.53730 3.97408 -2.64312
C: 4.00573 9.09696 3.24920
O: 3.01094 9.25307 2.25041
C: 2.80996 8.30914 1.38284
O: 3.50686 7.27156 1.28222
O: 1.69381 8.57638 0.69071
C: 1.20220 7.71299 -0.35703
H: 3.65699 9.41340 4.23223
H: 4.83667 9.73164 2.94125
H: 4.31711 8.05480 3.32028
H: 1.06053 6.68054 -0.03756
H: 1.93146 7.66097 -1.16547
H: 0.23896 8.06089 -0.73020
C: 9.06497 -1.44228 0.20669
O: 8.44319 -1.04276 1.37427
C: 7.23945 -1.55686 1.74870
O: 6.57567 -2.32354 1.10937
O: 6.97328 -1.07003 2.98782
C: 5.84130 -1.52501 3.73232
H: 9.18720 -2.52540 0.20456
H: 9.98241 -0.95620 -0.12520
H: 8.35956 -1.25666 -0.60328
H: 5.00272 -1.50194 3.03637
H: 5.61020 -0.98153 4.64847
H: 5.98430 -2.59669 3.87078
C: -1.77104 -1.27608 0.31714
O: -0.63893 -1.09422 -0.52310
C: 0.11204 0.04157 -0.51633
O: -0.32648 1.10889 -0.06638
O: 1.33033 -0.13949 -1.10699
C: 2.37261 0.84479 -1.12756
H: -1.81381 -0.49823 1.07952
H: -1.78548 -2.28536 0.72854
H: -2.68282 -1.14250 -0.26502
H: 2.82618 0.90091 -0.13800
H: 1.98854 1.86153 -1.21018
H: 3.18774 0.73786 -1.84325
C: 1.26705 -2.92745 -5.96805
O: 1.74486 -1.82173 -6.67225
C: 0.88475 -0.83243 -7.07153
O: -0.35997 -0.76242 -6.85143
O: 1.60713 0.14374 -7.62994
C: 1.06157 1.46145 -7.99811
H: 1.87850 -3.81268 -6.14290
H: 0.25451 -3.13161 -6.31618
H: 1.18947 -2.84044 -4.88430
H: 1.87856 2.08719 -8.35739
H: 0.67306 1.90265 -7.08023
H: 0.23890 1.40020 -8.71055

## Properties
* frontier orbital gap: 10.5930 eV
* relative energy (zero: lowest compared OMol25 entry of this formula, charge and spin): 0.829 eV
* charge: 0
* largest force on an atom: 0.0976 Eh/bohr
* SMILES string: O=C1OC[C@@H](F)O1.O=C1OC[C@@H](F)O1.O=C1OC[C@@H](F)O1.COC(=O)OC.COC(=O)OC.COC(=O)OC.COC(=O)OC.COC(=O)OC.COC(=O)OC.COC(=O)OC.COC(=O)OC

Here is C33H57N3O5PdSi as an isolated structure in a non-equilibrium geometry from OMol25. Energies are from ωB97M-V with the def2-TZVPD basis set.

Atoms and positions in Å:
O: 3.11518 2.39081 0.22491
O: 3.57631 2.94188 -2.02745
C: 2.82984 3.70355 0.83372
C: 2.71476 3.57185 2.32099
H: 1.87976 4.03344 0.36736
H: 3.66123 4.37884 0.54130
H: 1.89361 2.89487 2.61274
H: 2.48790 4.57673 2.72050
H: 3.65399 3.22742 2.77924
C: 4.48008 1.86621 0.48296
C: 5.59776 2.85054 0.31233
H: 4.58247 1.00512 -0.20859
H: 4.42267 1.48658 1.52329
H: 5.62922 3.35430 -0.66913
H: 6.54829 2.28476 0.40351
H: 5.61320 3.60029 1.11912
C: 3.93405 1.82350 -2.95352
C: 3.22072 4.28988 -2.54134
C: 5.42202 1.74590 -3.11934
H: 3.38748 2.00413 -3.89769
H: 3.53439 0.93166 -2.44265
H: 5.84162 2.67443 -3.54381
H: 5.65011 0.91536 -3.81126
H: 5.92528 1.52716 -2.15709
C: 4.44346 4.97442 -3.08589
H: 2.82045 4.81665 -1.66142
H: 2.41650 4.15772 -3.28985
H: 5.28478 4.97017 -2.36468
H: 4.18980 6.03356 -3.28753
H: 4.77157 4.51607 -4.03371
H: 3.14518 2.61762 -1.05029
N: -1.91365 0.41663 1.07322
C: -3.03898 -0.09025 0.52940
C: -3.16271 -0.57979 -0.77181
C: -2.23237 -1.08112 -1.73327
C: -4.24951 0.12563 1.36404
H: -4.42371 1.21354 1.47263
H: -4.15616 -0.34245 2.36008
H: -5.08552 -0.33288 0.81868
C: -2.72508 -1.50165 -3.08395
H: -2.57071 -2.58647 -3.21774
H: -2.17101 -0.95796 -3.87660
H: -3.79524 -1.27764 -3.17152
N: -0.94480 -1.25136 -1.50945
C: -1.71986 0.70042 2.44850
C: -1.72438 2.08184 2.73558
C: -1.91073 3.08916 1.66994
C: -1.66807 2.46832 4.06674
H: -1.71899 3.53145 4.24927
C: -1.58144 1.55001 5.10288
H: -1.54165 1.87753 6.12801
C: -1.56063 0.19359 4.83410
H: -1.53228 -0.57310 5.63295
C: -1.67884 -0.23062 3.53233
C: -1.82562 -1.64897 3.40236
C: -0.18342 -2.36630 -1.95046
C: 0.69977 -2.25142 -3.05819
C: 0.80786 -1.01477 -3.86610
C: 1.39451 -3.39562 -3.45423
H: 2.02765 -3.33518 -4.31516
C: 1.28648 -4.60564 -2.75906
H: 1.83590 -5.49500 -3.06463
C: 0.45629 -4.70680 -1.65608
H: 0.29582 -5.62793 -1.08656
C: -0.37801 -3.64245 -1.31678
C: -1.36017 -3.78487 -0.22174
Pd: -0.11171 -0.01104 -0.09995
H: -1.01263 3.72322 1.60774
H: -2.74440 3.75309 1.94228
H: -2.11190 2.67177 0.67169
H: -2.48979 -1.94676 2.60714
H: -2.16424 -2.26962 4.24881
H: -0.76465 -2.01387 3.39229
H: 1.82667 -0.93719 -4.27253
H: 0.59124 -0.10487 -3.29042
H: 0.13210 -1.03139 -4.74404
H: -1.18861 -2.86554 0.36685
H: -1.13843 -4.79390 0.26439
H: -2.47091 -3.74638 -0.50477
H: -4.19451 -0.57766 -1.12180
C: -0.05094 1.71869 -1.08526
Si: -1.17874 2.64897 -2.28822
H: 0.12782 2.15514 -0.06218
H: 0.94868 1.31945 -1.40935
C: -1.04453 4.49684 -1.96134
C: -3.00604 2.26601 -2.10179
C: -0.71877 2.21333 -4.05581
H: 0.36643 2.24225 -4.21288
H: -1.19001 2.95779 -4.71546
H: -1.10158 1.22273 -4.33306
H: -1.09447 4.69610 -0.88272
H: -1.90035 4.97989 -2.45533
H: -0.10336 4.89284 -2.36596
H: -3.32905 2.21549 -1.05561
H: -3.26103 1.31904 -2.58883
H: -3.55422 3.08225 -2.59072
O: 0.43001 -3.69998 2.10668
N: -0.63361 -3.26147 1.79981
O: -1.83125 -3.68467 2.04792
O: -0.57173 -1.53984 1.21539

## Properties
* frontier orbital gap (alpha / beta): 5.2011 / 6.0070 eV
* relative energy (zero: lowest compared OMol25 entry of this formula, charge and spin): 5.704 eV
* ⟨S²⟩: 2.022
* charge: 0
* largest force on an atom: 0.0934 Eh/bohr
* multiplicity: 3